## one
DFT (ωB97M-V/def2-TZVPD) results for an isolated molecule of C22H26N2O6S.

SMILES: CCOc1cc([C@H]2C(C(=O)OC(C)C)=C(C)N=C3SCCC(=O)N32)ccc1OC(C)=O
LUMO energy (eV): 0.04
HOMO-LUMO gap (eV): 8.366
HOMO level (eV): -8.32

Geometry (Å):
C: -2.330 -3.987 1.404
C: -2.457 -2.666 2.155
H: -3.404 -2.173 1.915
O: -1.357 -1.801 1.932
C: -1.103 -1.247 0.721
C: 0.169 -0.680 0.609
C: 0.588 -0.039 -0.541
C: -0.250 0.000 -1.647
C: -1.513 -0.544 -1.556
C: -1.956 -1.139 -0.382
O: -3.270 -1.626 -0.340
C: -4.276 -0.759 -0.556
O: -4.124 0.415 -0.755
C: -5.602 -1.468 -0.488
H: -5.459 -2.541 -0.411
H: -6.151 -1.104 0.378
H: -6.182 -1.225 -1.375
H: -2.192 -0.494 -2.394
H: 0.080 0.469 -2.559
C: 1.938 0.647 -0.580
C: 2.125 1.527 0.631
C: 2.995 1.166 1.606
N: 3.632 -0.052 1.548
C: 3.614 -0.751 0.481
N: 3.025 -0.342 -0.701
C: 3.386 -0.714 -1.973
O: 2.841 -0.252 -2.947
C: 4.503 -1.733 -2.055
C: 4.216 -2.890 -1.118
H: 4.943 -3.693 -1.231
H: 3.211 -3.288 -1.268
S: 4.372 -2.317 0.609
H: 4.562 -2.076 -3.090
H: 5.452 -1.260 -1.791
C: 3.302 1.960 2.827
H: 2.383 2.300 3.297
H: 3.870 2.850 2.559
H: 3.883 1.350 3.512
C: 1.221 2.678 0.738
O: 1.204 3.475 1.650
O: 0.380 2.721 -0.304
C: -0.679 3.688 -0.274
C: -1.039 4.002 -1.718
H: -1.408 3.102 -2.204
H: -1.812 4.764 -1.747
H: -0.166 4.360 -2.258
C: -1.866 3.117 0.496
H: -1.560 2.852 1.506
H: -2.658 3.858 0.554
H: -2.248 2.230 -0.003
H: -0.303 4.584 0.239
H: 1.985 1.258 -1.489
H: 0.807 -0.735 1.479
H: -2.424 -2.844 3.233
H: -3.136 -4.652 1.701
H: -1.378 -4.456 1.641
H: -2.385 -3.826 0.331

Atomic partial charges in e from the Mulliken method, atoms 1 to 4: -1.015 -0.250 0.167 -0.493

## two
DFT (ωB97M-V/def2-TZVPD) results for an isolated molecule of C22H26N2O6S.

SMILES: O=C(COC(=O)c1ccc(S(=O)(=O)NCc2ccco2)cc1)NCCC1=CCCCC1
LUMO energy (eV): -0.34
HOMO-LUMO gap (eV): 8.882
HOMO level (eV): -9.22

Geometry (Å):
O: 1.160 -3.722 -4.331
C: 1.026 -3.255 -3.221
N: 1.471 -2.047 -2.845
H: 1.297 -1.724 -1.905
C: 2.163 -1.142 -3.730
H: 2.085 -1.558 -4.737
H: 3.223 -1.101 -3.454
C: 1.546 0.261 -3.677
C: 1.568 0.854 -2.293
C: 0.457 1.028 -1.587
C: 0.397 1.653 -0.227
C: 1.725 2.288 0.182
C: 2.886 1.393 -0.235
C: 2.911 1.265 -1.756
H: 3.673 0.543 -2.057
H: 3.188 2.226 -2.200
H: 3.830 1.809 0.119
H: 2.762 0.406 0.214
H: 1.745 2.458 1.261
H: 1.832 3.256 -0.312
H: -0.394 2.407 -0.221
H: 0.106 0.884 0.498
H: -0.499 0.718 -1.989
H: 0.516 0.206 -4.034
H: 2.111 0.904 -4.355
C: 0.326 -4.050 -2.112
H: -0.704 -4.263 -2.417
H: 0.853 -5.001 -1.987
O: 0.330 -3.353 -0.874
C: -0.838 -3.207 -0.229
O: -1.881 -3.677 -0.607
C: -0.697 -2.356 0.982
C: -1.809 -2.201 1.809
C: -1.755 -1.331 2.883
C: -0.594 -0.618 3.110
C: 0.534 -0.801 2.332
C: 0.489 -1.681 1.267
H: 1.357 -1.836 0.646
H: 1.428 -0.249 2.579
S: -0.554 0.660 4.367
O: -1.591 0.417 5.321
O: 0.802 0.819 4.797
N: -0.946 2.062 3.569
H: -0.247 2.392 2.925
C: -2.324 2.356 3.237
C: -2.683 2.060 1.817
C: -2.927 2.887 0.760
C: -3.194 2.049 -0.352
C: -3.085 0.775 0.110
O: -2.780 0.771 1.419
H: -3.200 -0.178 -0.367
H: -3.430 2.358 -1.349
H: -2.925 3.958 0.771
H: -2.519 3.415 3.434
H: -2.916 1.752 3.928
H: -2.596 -1.185 3.541
H: -2.707 -2.754 1.580

Atomic partial charges in e from the Mulliken method, atoms 1 to 4: -0.681 0.581 0.024 0.109

In terms of stability, one leads; the second structure lies 1.009 eV higher.

## one
DFT (ωB97M-V/def2-TZVPD) results for a 3-piece molecular cluster, C4H15N3 overall.

SMILES: [H]/N=C(/C)N.CN.C
LUMO energy (eV): 0.92
HOMO-LUMO gap (eV): 9.400
HOMO level (eV): -8.48

Geometry (Å):
C: 1.617 -0.232 -0.526
C: 1.190 0.970 -1.312
C: -0.203 0.761 2.052
N: 2.647 -0.024 0.346
N: 1.059 -1.352 -0.756
H: 2.872 0.914 0.629
H: 2.882 -0.754 0.999
H: 1.442 -2.130 -0.224
H: -0.790 -1.192 -0.503
H: 0.258 0.757 -1.825
H: 1.057 1.829 -0.663
H: 1.951 1.201 -2.055
H: 0.232 1.673 1.661
H: 0.584 0.155 2.493
H: -0.901 1.033 2.837
C: -2.644 -0.370 -0.982
N: -1.715 -0.985 -0.048
H: -2.092 -1.871 0.274
H: -0.768 0.178 1.258
H: -2.851 -0.969 -1.879
H: -2.236 0.588 -1.301
H: -3.591 -0.181 -0.473

Atomic partial charges in e from the Mulliken method, atoms 1 to 4: 0.727 -0.990 -0.713 -0.437

## two
DFT (ωB97M-V/def2-TZVPD) results for C4H15N3 as an isolated structure.

LUMO energy (eV): 1.03
HOMO-LUMO gap (eV): 7.864
HOMO level (eV): -6.84

Geometry (Å):
C: 0.237 0.211 -1.611
C: 0.719 -1.106 0.768
C: 1.640 0.017 -2.096
N: -0.324 1.345 -1.363
N: 0.567 -2.478 0.273
H: -0.426 -0.644 -1.721
H: -1.306 1.061 -0.022
H: 0.339 2.118 -1.319
H: -0.372 -2.814 0.464
H: 0.680 -2.506 -0.735
H: 0.735 -1.164 1.866
H: 1.734 -0.768 0.556
H: 1.652 0.046 -3.189
H: 2.035 -0.949 -1.788
H: 2.300 0.803 -1.726
C: -1.464 1.439 2.053
N: -1.565 0.544 0.900
H: -0.418 -0.321 0.815
H: -2.502 0.169 0.809
H: -1.678 0.890 2.972
H: -2.144 2.296 1.989
H: -0.440 1.812 2.105

Atomic partial charges in e from the Mulliken method, atoms 1 to 4: 0.105 -1.045 -1.124 -0.702

In terms of stability, one leads; the second structure lies 2.627 eV higher.